(P)
{
  "formula": "C3H10NO3",
  "method": "ωB97M-V/def2-TZVPD",
  "symbols": ["C", "O", "C", "N", "H", "H", "H", "H", "H", "H", "H", "H", "O", "C", "O", "H", "H"],
  "coordinates": [[0.574, 0.888, 2.138], [1.290, 0.625, 3.325], [0.453, -0.362, 1.296], [-0.064, -0.032, -0.081], [1.155, 1.634, 1.604], [-0.403, 1.308, 2.357], [0.781, 0.026, 3.890], [1.405, -0.852, 1.154], [-0.241, -1.094, 1.712], [0.554, 0.623, -0.559], [-0.962, 0.452, -0.050], [-0.218, -0.856, -0.675], [-1.350, -1.497, -2.144], [-1.038, -0.829, -3.084], [-0.496, 0.395, -2.942], [-1.173, -1.157, -4.119], [-0.266, 0.729, -3.822]],
  "total_charge": 1,
  "lumo_ha": -0.1216,
  "spin_multiplicity": 1
}

(Q)
{
  "formula": "C3H10NO3",
  "method": "ωB97M-V/def2-TZVPD",
  "symbols": ["C", "C", "C", "N", "O", "O", "O", "H", "H", "H", "H", "H", "H", "H", "H", "H", "H"],
  "coordinates": [[-1.864, 0.737, 0.141], [-0.716, 0.032, 0.933], [-0.271, -1.151, 0.142], [0.055, -0.954, -1.100], [-0.171, -2.328, 0.687], [3.362, 0.664, -0.125], [2.119, -0.231, -0.301], [-2.548, 0.137, -0.451], [-1.416, 1.383, -0.659], [-2.539, 1.404, 0.795], [-1.130, -0.231, 1.862], [0.072, 0.728, 1.079], [0.101, 0.010, -1.224], [0.384, -1.774, -1.572], [3.458, 1.096, -0.989], [0.007, -2.277, 1.709], [4.067, 0.075, 0.160]],
  "total_charge": 1,
  "lumo_ha": -0.1216,
  "spin_multiplicity": 1
}

Most favorable structure: (P). The second most favorable one is 0.1788 hartree above it.

(P)
{
  "formula": "C6H11N4O2",
  "method": "ωB97M-V/def2-TZVPD",
  "symbols": ["C", "C", "O", "N", "C", "N", "N", "C", "C", "N", "C", "O", "H", "H", "H", "H", "H", "H", "H", "H", "H", "H", "H"],
  "coordinates": [[3.347, 0.173, 0.016], [2.077, 0.870, -0.156], [2.026, 2.082, -0.241], [0.906, 0.072, -0.167], [-0.505, 0.825, -0.224], [-0.597, 2.097, -0.424], [-1.530, 0.011, 0.074], [-2.842, 0.509, 0.424], [-1.555, -1.417, -0.293], [-0.169, -1.949, -0.232], [0.968, -1.365, 0.178], [1.956, -1.881, 0.584], [4.233, 0.716, 0.123], [3.650, -0.599, -0.672], [3.113, -0.509, 0.816], [0.435, 2.504, -0.255], [-1.451, 2.578, -0.190], [-3.612, 0.486, -0.423], [-3.250, -0.141, 1.283], [-2.826, 1.585, 0.792], [-2.061, -1.549, -1.282], [-2.207, -2.044, 0.420], [-0.107, -3.052, -0.150]],
  "total_charge": 1,
  "lumo_ha": -0.1305,
  "smiles": "CC(=O)N1C(=[NH2+])N(C)CNC1=O",
  "spin_multiplicity": 1
}

(Q)
{
  "formula": "C6H11N4O2",
  "method": "ωB97M-V/def2-TZVPD",
  "symbols": ["C", "C", "C", "C", "C", "C", "N", "N", "N", "N", "O", "O", "H", "H", "H", "H", "H", "H", "H", "H", "H", "H", "H"],
  "coordinates": [[0.412, -0.374, -0.424], [-0.562, 2.344, 1.933], [-0.562, 0.264, -1.369], [2.193, 1.128, -1.002], [-1.152, -1.896, 0.416], [-1.984, -1.529, -0.814], [0.155, -1.323, 0.368], [-1.494, 2.675, 2.575], [1.782, 0.082, -0.382], [2.581, -0.722, 0.317], [0.215, 1.924, 1.177], [-1.873, -0.145, -1.080], [-0.576, 1.352, -1.262], [-0.287, 0.002, -2.407], [1.526, 1.728, -1.591], [3.227, 1.426, -0.919], [-1.624, -1.525, 1.331], [-1.030, -2.977, 0.525], [-1.645, -2.113, -1.682], [-3.044, -1.716, -0.646], [-1.779, 3.151, 3.401], [2.063, -1.400, 0.875], [3.456, -0.354, 0.662]],
  "total_charge": 1,
  "lumo_ha": -0.1716,
  "spin_multiplicity": 1
}

Most favorable structure: (P). The second most favorable one is 0.0525 hartree above it.